i | 8
Properties=species:S:1:pos:R:3:lowdin_charge:R:1 method="wB97M-V/def2-TZVPD" multiplicity=1 homo_energy_ev="-10.05 / -10.17" charge=0 orbital_gap_ha="0.284 / 0.300"
C -0.25 -0.59 -1.67 -0.26
C -1.41 -0.64 1.25 -0.20
O -0.18 0.27 -4.03 -0.57
O -1.36 -2.34 3.09 -0.56
S -0.87 0.46 -2.74 0.81
S -0.68 -1.92 1.89 0.79
H 0.33 -1.44 -1.14 0.06
H -1.16 -0.23 0.22 -0.06



ii | 8
Properties=species:S:1:pos:R:3:lowdin_charge:R:1 method="wB97M-V/def2-TZVPD" multiplicity=1 homo_energy_ev=-9.46 charge=0 orbital_gap_ha=0.296
C 1.24 0.79 -0.22 -0.41
C 0.10 1.62 -0.63 -0.38
O -0.03 -2.23 -0.54 -0.46
O -1.28 -2.41 1.64 -0.44
S 0.15 0.73 1.05 0.77
S -0.04 -2.18 0.95 0.80
H 0.30 2.63 -0.88 0.06
H -0.42 1.05 -1.37 0.06



iii | 8
Properties=species:S:1:pos:R:3:lowdin_charge:R:1 method="wB97M-V/def2-TZVPD" smiles="O=C(O)C(=S)S" multiplicity=1 homo_energy_ev=-10.07 charge=0 orbital_gap_ha=0.310
O 0.29 -2.06 -0.21 0.04
C 0.78 -0.95 0.06 -0.56
O 2.11 -0.63 0.14 -0.03
C -0.15 0.31 0.07 -1.01
S 0.54 1.71 -0.07 0.85
S -1.98 -0.07 0.02 0.76
H 1.98 0.49 0.01 0.05
H -1.79 -1.34 0.46 -0.11



Q: Which of them is the least stable? A: i.



i | 9
Properties=species:S:1:pos:R:3:lowdin_charge:R:1 method="wB97M-V/def2-TZVPD" smiles=c1c[nH]cn1 multiplicity=1 homo_energy_ev=-8.60 charge=0 orbital_gap_ha=0.348
C -0.49 0.22 -1.15 -0.14
C -0.17 0.99 0.04 -0.10
N 0.37 0.11 0.99 0.03
C 0.53 -1.04 0.37 -0.24
N -0.03 -1.06 -0.90 0.00
H -0.83 0.60 -2.18 0.11
H -0.52 1.93 0.12 0.05
H 0.58 0.31 1.98 0.17
H 0.57 -2.07 0.74 0.12



ii | 9
Properties=species:S:1:pos:R:3:lowdin_charge:R:1 method="wB97M-V/def2-TZVPD" smiles=C#CC.N#N multiplicity=1 homo_energy_ev=-9.95 charge=0 orbital_gap_ha=0.410
C 0.28 1.34 1.51 0.06
C 0.11 0.54 0.65 -0.26
C 0.03 -0.52 -0.37 -0.11
H 0.29 2.02 2.23 -0.01
H -0.01 0.01 -1.40 0.11
H -0.83 -1.15 -0.11 0.08
H 0.98 -1.07 -0.10 0.06
N 2.40 -0.41 2.31 0.04
N 2.43 -1.44 1.98 0.04



iii | 9
Properties=species:S:1:pos:R:3:lowdin_charge:R:1 method="wB97M-V/def2-TZVPD" multiplicity=1 homo_energy_ev=-9.15 charge=0 orbital_gap_ha=0.374
N -0.77 -1.58 0.50 0.09
C -1.12 1.85 -0.30 0.00
C -0.02 1.56 0.09 -0.02
C 1.61 -1.37 0.16 0.06
N 0.42 -1.47 0.23 -0.25
H -1.25 -0.74 0.16 0.04
H -2.09 2.15 -0.64 0.02
H 0.95 1.27 0.43 0.01
H 2.27 -1.72 -0.63 0.05



Q: Which of them is the least stable? A: iii.



i | 9
Properties=species:S:1:pos:R:3:lowdin_charge:R:1 method="wB97M-V/def2-TZVPD" smiles="[H]/N=C/N=C=C" multiplicity=1 homo_energy_ev=-9.11 charge=0 orbital_gap_ha=0.361
H 2.12 0.77 -1.32 0.04
N 1.32 0.35 -0.86 0.10
C 1.18 0.77 0.33 -0.30
N 0.19 0.18 1.12 0.10
C -0.71 -0.35 0.46 -0.20
C -1.72 -0.86 -0.17 0.02
H 1.83 1.46 0.86 0.11
H -1.62 -1.70 -0.85 0.07
H -2.59 -0.64 0.41 0.06



ii | 9
Properties=species:S:1:pos:R:3:lowdin_charge:R:1 method="wB97M-V/def2-TZVPD" smiles=C#CN.C#N multiplicity=1 homo_energy_ev=-8.43 charge=0 orbital_gap_ha=0.340
C 2.09 1.01 -0.24 0.05
C 1.45 0.00 -0.03 -0.37
N 0.63 -1.01 -0.05 0.03
H 2.86 1.82 -0.10 0.04
H 0.18 -1.30 -1.01 0.17
H 0.67 -1.56 0.77 0.08
C -2.58 0.39 0.18 -0.07
N -2.84 -0.73 0.28 0.06
H -2.45 1.39 0.21 0.01



iii | 9
Properties=species:S:1:pos:R:3:lowdin_charge:R:1 method="wB97M-V/def2-TZVPD" smiles=c1c[nH]cn1 multiplicity=1 homo_energy_ev=-7.78 charge=0 orbital_gap_ha=0.319
C 1.18 0.98 0.00 -0.08
C -0.54 0.75 -0.01 -0.02
N -0.55 -0.58 -0.01 -0.02
C 0.70 -1.12 -0.01 -0.24
N 1.67 -0.22 0.00 -0.01
H 1.68 1.92 -0.04 0.06
H -1.37 1.41 0.05 0.06
H -1.38 -1.15 -0.02 0.15
H 0.87 -2.17 0.02 0.10



Q: Which of them is the least stable? A: ii.